# 1
{
  "formula": "C52H46I2N5O2PPr",
  "method": "wB97M-V/def2-TZVPD",
  "elements": ["Pr", "I", "C", "C", "C", "I", "C", "O", "C", "C", "N", "C", "C", "C", "C", "C", "C", "N", "C", "H", "H", "H", "H", "H", "H", "H", "H", "H", "H", "H", "C", "C", "C", "C", "C", "O", "C", "N", "C", "C", "C", "C", "C", "C", "P", "C", "C", "C", "C", "C", "C", "C", "C", "C", "C", "C", "C", "H", "H", "H", "H", "H", "H", "H", "H", "H", "H", "H", "H", "H", "H", "H", "H", "H", "H", "H", "H", "H", "H", "H", "H", "N", "C", "C", "C", "C", "C", "C", "C", "C", "C", "H", "H", "H", "H", "N", "C", "C", "C", "C", "C", "C", "H", "H", "H", "H", "H", "H", "H"],
  "xyz": [[-0.20, 0.35, -0.19], [4.49, -3.05, -5.57], [3.41, -1.78, -4.27], [2.18, -1.29, -4.66], [1.47, -0.51, -3.78], [-0.51, 0.14, -4.18], [1.95, -0.14, -2.51], [1.27, 0.63, -1.73], [3.20, -0.69, -2.14], [3.64, -0.40, -0.74], [2.62, -0.86, 0.21], [2.44, -2.31, 0.12], [1.43, -2.72, -0.91], [1.70, -3.75, -1.82], [0.70, -4.19, -2.66], [-0.56, -3.61, -2.57], [-0.74, -2.57, -1.67], [0.23, -2.13, -0.86], [3.91, -1.49, -3.01], [1.77, -1.52, -5.64], [3.76, 0.68, -0.60], [4.61, -0.88, -0.54], [2.98, -0.65, 1.14], [2.09, -2.68, 1.10], [3.40, -2.81, -0.10], [2.69, -4.18, -1.85], [0.89, -4.99, -3.36], [-1.38, -3.95, -3.19], [-1.70, -2.08, -1.58], [4.87, -1.89, -2.70], [0.10, 3.78, -1.97], [0.34, 4.15, -0.50], [1.63, 3.53, 0.01], [-0.90, 3.74, 0.35], [-1.47, 4.88, 1.21], [-1.33, 4.41, 2.54], [-0.84, 3.16, 2.50], [-0.59, 2.68, 1.33], [-0.54, 2.58, 3.81], [-0.80, 3.40, 4.91], [-0.37, 3.05, 6.18], [0.32, 1.86, 6.37], [0.52, 1.02, 5.30], [0.09, 1.35, 4.01], [0.38, 0.12, 2.68], [2.08, -0.31, 3.19], [3.02, 0.72, 3.10], [4.34, 0.48, 3.42], [4.74, -0.78, 3.83], [3.81, -1.80, 3.93], [2.48, -1.58, 3.61], [-0.55, -1.36, 3.26], [-0.65, -2.38, 2.31], [-1.25, -3.59, 2.63], [-1.76, -3.79, 3.90], [-1.69, -2.78, 4.83], [-1.10, -1.56, 4.52], [0.94, 4.11, -2.58], [-0.79, 4.26, -2.35], [-0.01, 2.69, -2.07], [0.44, 5.24, -0.45], [1.60, 2.43, -0.07], [1.81, 3.81, 1.05], [2.47, 3.89, -0.58], [-1.66, 3.34, -0.34], [-2.53, 5.06, 1.03], [-0.93, 5.82, 1.12], [-1.32, 4.33, 4.76], [-0.55, 3.72, 7.00], [0.69, 1.60, 7.35], [1.06, 0.09, 5.46], [2.70, 1.70, 2.76], [5.07, 1.28, 3.36], [5.78, -0.97, 4.07], [4.12, -2.78, 4.26], [1.76, -2.37, 3.70], [-0.25, -2.23, 1.32], [-1.31, -4.36, 1.88], [-2.21, -4.74, 4.15], [-2.11, -2.92, 5.82], [-1.07, -0.78, 5.26], [-7.31, 6.23, -4.74], [-6.59, 5.47, -4.28], [-5.70, 4.55, -3.67], [-5.01, 4.94, -2.52], [-4.16, 4.05, -1.91], [-3.98, 2.76, -2.42], [-4.66, 2.39, -3.58], [-5.52, 3.27, -4.21], [-3.06, 1.89, -1.78], [-2.23, 1.20, -1.22], [-5.15, 5.94, -2.13], [-3.62, 4.35, -1.02], [-4.49, 1.41, -4.00], [-6.05, 2.99, -5.10], [-3.09, -0.50, 1.09], [-3.82, -1.64, 1.51], [-4.28, -2.56, 0.57], [-4.99, -3.67, 0.98], [-5.26, -3.87, 2.32], [-4.80, -2.96, 3.26], [-4.09, -1.85, 2.86], [-3.46, -0.14, 0.21], [-3.14, 0.23, 1.79], [-4.08, -2.38, -0.48], [-5.37, -4.37, 0.25], [-5.86, -4.72, 2.64], [-5.01, -3.12, 4.31], [-3.75, -1.13, 3.59]],
  "gap_ev": [7.44, 7.48],
  "charge": 1,
  "s_squared": 2.00,
  "multiplicity": 3,
  "e_lumo_ev": [-2.697, -2.679],
  "homo_energy_ev": [-10.13, -10.15]
}


# 2
{
  "formula": "C4H7BrF2",
  "method": "wB97M-V/def2-TZVPD",
  "elements": ["C", "C", "C", "Br", "C", "F", "F", "H", "H", "H", "H", "H", "H", "H"],
  "xyz": [[-0.15, 0.31, -1.37], [-0.84, -0.11, -0.05], [-0.19, 0.26, 1.26], [-2.54, 0.71, 0.07], [-1.14, -1.63, -0.03], [-1.87, -2.01, 1.07], [-1.80, -1.90, -1.18], [-0.80, 0.96, -1.84], [-0.28, -0.61, -1.92], [0.89, 0.69, -1.26], [-1.01, 0.15, 2.02], [0.66, -0.51, 1.46], [0.32, 1.32, 1.07], [-0.14, -2.11, -0.18]],
  "gap_ev": 10.92,
  "charge": 0,
  "e_lumo_ev": 0.785,
  "smiles": "CC(C)(Br)C(F)F",
  "homo_energy_ev": -10.13
}


# 3
{
  "formula": "C26H23F4",
  "method": "wB97M-V/def2-TZVPD",
  "elements": ["C", "C", "C", "C", "C", "C", "C", "C", "C", "C", "C", "H", "H", "H", "H", "H", "H", "H", "H", "H", "H", "H", "H", "H", "H", "F", "C", "C", "C", "F", "C", "C", "C", "C", "C", "C", "C", "C", "F", "C", "C", "F", "C", "C", "H", "H", "H", "H", "H", "H", "H", "H", "H"],
  "xyz": [[-2.86, -1.12, -3.19], [-2.94, 0.33, -2.83], [-1.94, 0.88, -1.94], [-0.92, 0.00, -1.36], [0.00, 0.06, -0.20], [-2.09, 2.30, -1.73], [-1.05, 3.04, -0.90], [-3.17, 3.04, -2.26], [-4.15, 2.44, -3.06], [-5.30, 3.21, -3.60], [-4.00, 1.08, -3.34], [-3.74, -1.34, -3.81], [-1.96, -1.36, -3.77], [-2.87, -1.77, -2.31], [-0.89, -0.95, -1.84], [-0.44, -0.59, 0.78], [0.46, 1.10, -0.14], [-1.30, 4.12, -0.91], [-1.04, 2.70, 0.16], [-0.02, 2.95, -1.31], [-3.21, 4.12, -2.02], [-5.93, 2.54, -4.17], [-5.92, 3.64, -2.81], [-5.00, 4.02, -4.26], [-4.72, 0.56, -3.97], [5.34, 2.20, 0.77], [4.50, 1.48, -0.05], [4.85, 1.37, -1.40], [3.99, 0.57, -2.16], [4.28, 0.41, -3.50], [2.89, -0.09, -1.61], [2.52, 0.12, -0.29], [1.39, -0.82, 0.16], [1.56, -1.17, 1.66], [0.95, -2.23, 2.24], [1.10, -2.65, 3.64], [0.64, -3.92, 4.04], [0.66, -4.27, 5.38], [0.00, -5.40, 5.80], [1.23, -3.43, 6.37], [1.91, -2.29, 5.90], [2.50, -1.46, 6.84], [1.91, -1.92, 4.55], [3.38, 0.86, 0.54], [5.66, 1.97, -1.85], [2.34, -0.81, -2.23], [1.69, -1.75, -0.41], [2.14, -0.43, 2.24], [0.47, -2.96, 1.58], [0.19, -4.59, 3.31], [1.18, -3.68, 7.42], [2.44, -1.02, 4.23], [3.26, 0.91, 1.62]],
  "gap_ev": 5.48,
  "charge": 1,
  "e_lumo_ev": -5.817,
  "homo_energy_ev": -11.30
}


# 4
{
  "formula": "C4H9OS",
  "method": "wB97M-V/def2-TZVPD",
  "elements": ["O", "C", "C", "C", "C", "S", "H", "H", "H", "H", "H", "H", "H", "H", "H"],
  "xyz": [[0.70, -0.43, -3.01], [0.77, -0.57, -1.68], [-0.54, -0.06, -0.94], [-0.22, 0.86, 0.23], [0.30, 0.06, 1.42], [-1.01, -0.79, 2.34], [1.63, -0.07, -1.14], [0.93, -1.65, -1.40], [-1.07, 0.41, -1.77], [-1.09, -0.93, -0.57], [0.45, 1.64, -0.13], [-1.12, 1.39, 0.57], [0.94, 0.64, 2.10], [0.87, -0.78, 1.03], [-1.54, 0.28, 2.95]],
  "gap_ev": 5.24,
  "charge": -1,
  "e_lumo_ev": 3.051,
  "smiles": "[O-]CCCCS",
  "homo_energy_ev": -2.19
}


# 5
{
  "formula": "C2H5CuLiO2",
  "method": "wB97M-V/def2-TZVPD",
  "elements": ["O", "C", "C", "Li", "Cu", "H", "H", "H", "H", "O", "H"],
  "xyz": [[1.41, -0.96, 0.30], [1.85, 0.04, 1.07], [1.57, 0.36, 2.33], [0.58, -0.54, -1.29], [1.14, -2.59, 1.09], [1.39, 1.31, 1.18], [2.80, 0.78, 1.96], [0.74, -0.17, 2.81], [-2.28, -0.21, 0.11], [-1.97, -0.62, -0.71], [-2.62, -0.62, -1.41]],
  "gap_ev": [5.01, 5.96],
  "charge": 1,
  "s_squared": 2.01,
  "multiplicity": 3,
  "e_lumo_ev": [-4.265, -6.766],
  "homo_energy_ev": [-9.27, -12.73]
}


# 6
{
  "formula": "C33H36N2OP2Ti",
  "method": "wB97M-V/def2-TZVPD",
  "elements": ["Ti", "N", "P", "C", "C", "C", "C", "C", "C", "C", "C", "C", "C", "C", "C", "P", "C", "C", "C", "C", "C", "C", "C", "C", "C", "C", "C", "C", "H", "H", "H", "H", "H", "H", "H", "H", "H", "H", "H", "H", "H", "H", "H", "H", "H", "H", "H", "H", "H", "C", "C", "O", "C", "C", "H", "H", "H", "H", "H", "H", "H", "H", "H", "H", "C", "C", "C", "N", "C", "C", "H", "H", "H", "H", "H"],
  "xyz": [[-0.57, 0.60, -0.85], [1.05, -1.45, 0.66], [-0.43, -1.77, -0.08], [-0.75, -3.49, -0.18], [0.01, -4.38, 0.59], [-0.35, -5.72, 0.58], [-1.42, -6.16, -0.19], [-2.15, -5.27, -0.97], [-1.82, -3.92, -0.97], [-1.66, -0.97, 0.96], [-2.87, -0.63, 0.33], [-3.98, -0.27, 1.09], [-3.86, -0.26, 2.47], [-2.65, -0.58, 3.11], [-1.54, -0.93, 2.36], [1.60, 0.11, 0.41], [1.36, 1.17, 1.80], [1.17, 2.54, 1.57], [1.17, 3.42, 2.64], [1.34, 2.93, 3.93], [1.54, 1.57, 4.16], [1.56, 0.68, 3.09], [3.28, 0.01, -0.05], [3.82, -1.18, -0.58], [5.18, -1.26, -0.80], [6.00, -0.16, -0.53], [5.46, 1.03, -0.05], [4.10, 1.13, 0.20], [1.70, -2.19, 0.93], [0.84, -4.07, 1.21], [0.21, -6.43, 1.18], [-1.67, -7.21, -0.20], [-2.98, -5.62, -1.57], [-2.39, -3.23, -1.58], [-2.99, -0.75, -0.75], [-4.92, -0.04, 0.62], [-4.73, -0.02, 3.08], [-2.60, -0.58, 4.19], [-0.62, -1.21, 2.84], [1.08, 2.94, 0.56], [1.05, 4.49, 2.48], [1.35, 3.62, 4.77], [1.71, 1.21, 5.16], [1.76, -0.37, 3.27], [3.19, -2.03, -0.82], [5.61, -2.18, -1.18], [7.06, -0.23, -0.71], [6.11, 1.87, 0.16], [3.70, 2.05, 0.60], [-2.14, 0.05, -3.29], [-0.93, 0.80, -3.77], [0.03, 0.94, -2.62], [1.50, 1.07, -3.04], [2.07, -0.28, -3.33], [-2.78, -0.19, -4.15], [-2.77, 0.64, -2.62], [-1.87, -0.92, -2.85], [-1.16, 1.81, -4.10], [-0.39, 0.27, -4.55], [1.98, 1.59, -2.22], [1.48, 1.73, -3.91], [2.03, -0.94, -2.47], [3.12, -0.14, -3.60], [1.58, -0.77, -4.17], [-3.34, 4.29, 0.43], [-2.89, 4.13, -0.88], [-2.05, 3.09, -1.16], [-1.66, 2.18, -0.21], [-2.10, 2.36, 1.06], [-2.92, 3.40, 1.41], [-4.01, 5.11, 0.68], [-3.18, 4.82, -1.66], [-1.65, 2.97, -2.16], [-1.76, 1.64, 1.79], [-3.24, 3.51, 2.44]],
  "gap_ev": [5.75, 5.75],
  "charge": 4,
  "e_lumo_ev": [-14.042, -14.043],
  "homo_energy_ev": [-19.79, -19.79]
}


One value per record, in order, for calculated total energy: -3887.03135; -2930.32600; -1403.62978; -631.20475; -1877.15817; -2994.53855 a.u..